ORCA calculation (ωB97M-V/def2-TZVPD) on a molecular structure, C4H12NO2.

## Properties
ΔE to the lowest compared entry with this formula, charge and spin ... 4.483 eV
Total energy ... -9923.7411 eV
Gap between HOMO and LUMO ... 7.51 eV
LUMO level ... 0.1419 Ha
Total charge ... -1
M ... 106.145 g mol⁻¹

Geometry as XYZ:
```
19
Properties=species:S:1:pos:R:3:forces:R:3
C -0.870149 0.537817 1.997368 0.301 0.120 -1.399
C 0.631999 0.581781 1.598409 -0.839 -0.440 1.819
N 0.975100 1.636283 0.708175 -1.038 0.251 -1.375
C 0.634550 0.811678 -0.987567 -3.255 -1.230 0.228
C 0.651242 -0.736928 -0.945264 -0.224 0.955 -0.198
O 0.693310 -1.192192 -2.247511 0.733 0.102 -0.465
H -1.048731 -0.291370 2.664411 -0.082 -0.180 0.452
H -1.486580 0.366048 1.106261 0.025 0.021 0.098
H -1.178964 1.483686 2.426091 -0.060 0.131 0.235
H 1.104804 0.797839 2.568878 0.449 0.165 -0.168
H 0.911047 -0.451362 1.398421 0.315 0.173 -0.387
H 1.522879 1.435655 -0.131852 3.045 -0.023 0.315
H 1.002318 1.096018 -1.977005 1.021 0.810 0.609
H -0.407212 1.100292 -0.976163 -0.116 0.139 -0.284
H 1.412253 -1.120243 -0.264206 0.413 -0.265 -0.422
H -0.319724 -1.009850 -0.581014 -0.472 -0.453 0.825
H -2.160853 -1.751051 -1.510494 -0.081 0.017 0.086
H -0.299839 -1.404346 -2.472568 -0.538 -0.543 0.349
O -1.767449 -1.889755 -2.374372 0.404 0.250 -0.321
```
Positions in Å, forces in eV/Å.